1.
Below is a gas-phase ion, C6H10ClN4O2 (charge +1) in a non-equilibrium geometry, with properties calculated with ωB97M-V/def2-TZVPD.

## Properties
SMILES = CC1=NC(=[NH2+])[C@@H]([N+](=O)[O-])[C@H](Cl)N1C
LUMO level = -4.9898 eV
Electronic energy = -1063.9400 hartree
F_max = 4.4 eV/Å
Net charge = +1
Relative energy (zero: lowest compared OMol25 entry of this formula, charge and spin) = 341.7 kJ/mol
Spin multiplicity = 1

Last column: Mulliken charge in e.
Geometry (Å):
C (-1.3050, 0.9612, -1.5107)  -1.772
C (-0.4439, 0.1315, -0.6088)  0.956
N (-0.5162, -1.1618, -0.8591)  -0.524
C (0.2785, -2.0775, -0.3598)  0.416
N (0.0661, -3.3879, -0.5558)  -0.293
C (1.4882, -1.5524, 0.3944)  -0.900
N (2.5721, -1.0241, -0.6234)  1.051
O (3.3593, -1.8227, -0.9512)  -0.567
O (2.4637, 0.1076, -0.9340)  -0.540
C (0.9518, -0.3445, 1.2792)  -0.280
Cl (0.0790, -1.1287, 2.7636)  -0.146
N (0.1705, 0.5651, 0.4791)  0.137
C (-0.0954, 1.8429, 1.2123)  -1.054
H (-2.3637, 1.0358, -1.2810)  0.345
H (-1.2935, 0.6633, -2.4705)  0.480
H (-1.0271, 1.9230, -1.4602)  0.527
H (0.3863, -4.0762, 0.0696)  0.263
H (-0.5107, -3.5783, -1.3762)  0.283
H (2.0620, -2.1191, 0.9810)  0.778
H (1.7422, 0.4258, 1.5648)  0.630
H (0.6035, 1.9801, 2.1369)  0.330
H (0.2447, 2.5750, 0.5940)  0.536
H (-1.1043, 2.1104, 1.5069)  0.344

Cartesian forces, eV/Å:
-0.4 -0.8 3.1
-1.6 0.1 0.4
0.5 -2.2 -1.0
0.5 0.2 0.4
-0.5 2.5 -1.3
-2.1 3.8 -0.9
-2.6 -0.8 1.7
1.9 -1.7 -0.9
0.3 2.4 -1.0
1.3 0.0 -0.6
0.8 1.1 -1.7
-1.8 0.2 1.9
1.2 -0.7 1.8
-0.2 -0.7 0.8
0.5 -1.5 -3.3
1.3 3.7 0.0
0.7 -0.9 0.4
-0.2 -0.5 0.8
1.6 -2.9 2.2
-0.4 -2.1 0.5
-1.4 -0.9 -1.6
0.8 2.4 -1.9
-0.3 -0.8 -0.1

2.
Below is 2 unconnected molecules or ions with the total composition C6H10ClNO2 in a non-equilibrium geometry, with properties calculated with ωB97M-V/def2-TZVPD.

## Properties
LUMO level (spin up / spin down) = 0.6287 / -1.5865 eV
Electronic energy = -899.8536 hartree
F_max = 2.8 eV/Å
Relative energy (zero: lowest compared OMol25 entry of this formula, charge and spin) = 0.0 kJ/mol
Spin multiplicity = 3
Expectation value of S² = 2.005

Last column: Mulliken charge in e.
Geometry (Å):
C (1.9668, -0.7144, 0.2179)  0.271
C (0.6021, 0.7854, -1.3292)  -0.557
C (-0.7428, 0.0793, -1.6173)  -0.548
C (0.9303, 0.4076, 0.1233)  0.184
C (-1.3260, -0.0752, -0.2843)  -0.257
C (-0.6347, 0.1222, 2.0728)  -1.121
N (-0.2971, -0.1301, 0.6873)  0.140
O (1.6052, -2.0468, 0.0145)  -0.498
O (3.1293, -0.4459, 0.2143)  -0.522
Cl (-2.6923, -1.1549, -0.0120)  -0.209
H (1.3765, 0.3572, -2.0574)  0.275
H (0.6880, 1.9275, -1.3177)  0.310
H (-1.1949, 0.7375, -2.3399)  0.314
H (-0.7609, -0.8845, -2.1589)  0.292
H (1.2301, 1.2361, 0.8262)  0.390
H (-2.1378, 1.6992, -0.0511)  0.098
H (-0.7094, 1.1871, 2.3158)  0.362
H (-1.6447, -0.3451, 2.2730)  0.301
H (-0.0072, -0.4851, 2.6320)  0.423
H (0.6193, -2.2570, -0.2093)  0.353

Cartesian forces, eV/Å:
0.3 -0.5 -1.8
2.1 -0.3 -0.4
0.3 0.6 -0.8
-0.1 -1.0 2.0
0.5 -1.7 1.0
-2.5 -0.4 -0.8
-2.3 0.8 -1.3
-2.0 0.5 -0.2
0.3 -0.2 0.7
0.4 0.4 -0.3
-0.8 0.9 1.1
-0.9 -1.6 -0.7
-1.2 0.4 0.0
0.8 0.1 0.2
0.3 -0.6 -1.2
-0.5 1.3 0.2
0.4 -0.2 0.2
0.9 0.7 -0.4
1.6 -0.4 1.6
2.4 1.2 0.9

Question: The lowest electronic energy belongs to which entry?
Answer: C6H10ClN4O2